170
Properties=species:S:1:pos:R:3:forces:R:3:lowdin_charge:R:1 method="wB97M-V/def2-TZVPD" relative_energy_ev=0.0000 smiles="O=S1(=O)CCCC1.O=S1(=O)CCCC1.O=S1(=O)CCCC1.O=S1(=O)CCCC1.O=S1(=O)CCCC1.O=S1(=O)CCCC1.COC[C@H](C)N.COC[C@H](C)N.COC[C@H](C)N.COC[C@H](C)N.CC(C)O"
H -3.5109 -19.6111 -20.5838 0.03 0.02 0.01 0.0682
H -0.1575 -12.0376 -24.8213 0.00 -0.13 0.30 0.1129
H -3.2657 -11.1129 -15.0566 0.70 0.14 -0.15 0.1022
H 0.2619 -18.6073 -15.5136 -0.19 -0.48 0.37 0.0753
H -10.1112 -20.0808 -30.0109 0.15 -0.16 0.20 0.0619
O 1.8406 -26.7106 -14.8220 -1.05 -0.27 -0.19 -0.3271
H -7.4480 -21.4266 -28.7002 -0.26 0.04 0.16 0.1210
C -10.1592 -26.1160 -23.6523 1.98 -0.25 -0.62 -0.2233
H -10.1916 -9.8419 -23.5893 -0.34 -0.20 -0.39 0.1203
H -4.4947 -20.0562 -22.8588 0.29 0.16 0.38 0.0756
H 9.1712 -16.2576 -21.3916 -0.62 0.57 0.36 0.0783
H 4.8453 -17.8114 -18.3676 0.23 -1.01 -0.13 0.1418
H 5.4511 -15.5145 -19.8837 -0.02 -0.06 -0.42 0.0655
H -14.4891 -12.5854 -19.7072 0.85 -0.53 -0.12 0.0849
N -4.9479 -19.1548 -22.9054 -0.81 0.37 -2.87 0.0004
H -3.3148 -17.8672 -20.3621 -0.17 -0.05 0.26 0.0685
H -13.6077 -15.0582 -24.4962 -0.94 -0.39 -0.23 0.0694
H 0.5181 -11.3389 -27.1656 -0.04 0.30 0.54 0.1128
O 4.1630 -26.3487 -15.5443 -2.35 0.96 -0.78 -0.3643
O -12.8847 -23.7613 -24.7171 -0.31 0.89 0.61 -0.3490
C -7.6231 -21.2174 -29.7555 -0.85 0.08 -0.17 -0.1888
H -7.6246 -7.6826 -25.0788 0.09 -0.17 -0.25 0.0932
C 8.6643 -16.9737 -20.7447 -1.56 -0.71 0.22 -0.0549
N 4.9220 -16.0647 -19.2222 -0.94 1.14 -0.11 0.0348
O -3.7108 -12.9502 -26.7905 -0.06 0.94 1.25 -0.3571
C 0.5059 -18.3285 -13.3104 0.31 -2.81 -0.63 -0.3971
C -7.0543 -18.9000 -29.1323 -1.82 0.11 1.42 -0.0652
H -5.9930 -19.0967 -29.2840 -0.24 0.31 -0.55 0.0831
H -10.0499 -27.0932 -25.5241 0.48 0.01 -0.28 0.1072
C -3.9359 -10.9753 -17.1497 -1.00 -1.28 1.91 -0.2491
H 1.0316 -24.0398 -18.3908 0.19 -0.34 -0.09 0.1102
S -1.5215 -9.8274 -16.5570 -1.89 -1.53 1.80 0.7242
H -7.7611 -15.3176 -21.3699 0.14 -0.50 -0.39 0.0836
H 5.1095 -19.1978 -20.5757 0.15 0.02 0.18 0.0810
H -12.1312 -25.5462 -23.0223 0.04 0.31 0.32 0.1012
O -10.7126 -6.3902 -26.3158 0.53 0.66 0.41 -0.3369
O 7.3017 -16.5642 -20.2639 2.15 -1.47 0.78 -0.2001
H -1.3865 -14.3620 -26.3871 -0.55 -0.25 0.44 0.1011
H -6.2418 -19.2342 -11.2374 -0.31 0.39 -0.28 0.0898
H -4.6605 -16.5536 -22.1691 -0.45 0.78 -1.13 0.1243
H -9.1628 -25.9376 -23.2479 -0.06 0.10 0.24 0.1108
O -7.2634 -16.7690 -12.6472 2.42 -1.09 -0.31 -0.3598
H 2.2546 -19.4945 -12.2094 -0.98 0.28 0.34 0.0684
O -4.7217 -16.5535 -12.9185 -0.35 0.35 0.54 -0.3623
H 2.6264 -17.8936 -12.8671 0.11 0.14 0.31 0.0612
H -9.0398 -25.6398 -25.5487 0.04 0.03 0.34 0.1152
C -14.9294 -13.3884 -20.2982 -1.15 0.59 -1.87 -0.0873
H -10.8630 -24.3834 -22.3988 0.12 -0.61 0.39 0.1009
H -16.4053 -13.6148 -22.2978 -0.24 0.20 -0.03 0.1071
C -5.5102 -20.0964 -13.0894 -1.23 0.25 -0.99 -0.2092
H -8.0598 -6.2182 -24.3584 -0.95 0.41 -0.28 0.1065
H -15.4323 -15.0302 -22.6104 0.21 -0.20 0.02 0.1221
H 5.2874 -15.7460 -18.3362 -0.26 0.32 0.32 0.0695
O -3.0445 -11.6377 -24.5950 -0.03 -1.28 -2.27 -0.3602
O -10.5245 -22.8789 -24.8332 -0.42 -0.78 0.86 -0.3265
C -5.5228 -19.0078 -12.0247 0.28 0.43 -0.23 -0.1881
C -5.8116 -18.1252 -14.7099 -0.10 1.04 0.78 -0.2027
C -0.2915 -12.0239 -26.9140 -0.60 0.48 -1.60 -0.2278
H -9.4938 -19.9933 -28.4687 -0.43 -0.19 0.08 0.0764
O -0.4763 -10.6992 -16.0510 -0.11 0.71 -0.39 -0.3444
H -11.3856 -8.3635 -25.2894 -0.25 -0.57 0.26 0.0973
C -13.7663 -13.9852 -24.6038 -0.46 -0.54 0.72 -0.0578
C -15.4116 -13.9404 -22.6053 1.03 1.28 0.53 -0.1917
S -9.6350 -7.3385 -26.1851 -0.17 -1.14 -0.37 0.7020
H -2.5900 -12.3717 -18.1400 -0.49 -0.25 0.11 0.1229
H -3.6621 -9.4736 -15.6732 -0.08 -0.20 0.48 0.0829
C -3.2315 -10.4448 -15.9170 1.60 2.00 -0.57 -0.1835
O -14.4456 -13.4096 -21.6669 -0.21 -0.52 0.50 -0.1998
H -8.1760 -19.3808 -30.9110 0.58 -0.35 -0.31 0.1283
O -0.2068 -19.6083 -13.1244 -0.51 1.20 0.48 -0.1016
H -1.0548 -10.6423 -18.7773 0.22 -0.15 0.38 0.1091
C 4.8447 -18.1420 -20.5186 -1.64 -0.41 -1.19 -0.0725
C -5.0146 -18.4609 -21.6722 0.57 -1.10 2.72 -0.4412
C -11.1324 -25.3502 -25.8457 -0.50 1.15 1.17 -0.2176
H -11.0168 -24.9720 -26.8614 0.18 0.10 0.24 0.1094
C 5.2999 -17.4561 -19.2923 0.90 1.04 0.33 -0.4789
H -10.3467 -27.1686 -23.4404 -0.62 0.31 0.51 0.1123
H 0.9069 -17.1326 -15.0143 -0.02 0.47 -0.02 0.0735
C 1.7568 -23.5111 -16.4298 -0.53 0.55 0.34 -0.2227
H -15.9469 -13.0139 -20.4110 -0.51 -0.25 0.42 0.0681
H 2.1529 -23.9706 -14.1977 -0.17 -0.20 -0.28 0.0962
H -9.4488 -21.2074 -31.6949 1.09 1.17 -0.78 0.0675
H -12.8899 -13.7100 -24.0170 -0.05 1.16 -0.34 0.0749
H -3.5575 -11.3570 -19.2444 0.10 -0.08 0.08 0.1246
C 0.1514 -17.8630 -14.7250 1.64 0.44 -0.43 -0.0705
C -9.9878 -26.0531 -25.2042 0.29 -1.09 -0.55 -0.2465
O -5.9517 -16.2500 -20.6591 -0.38 0.13 -0.11 -0.1895
N -15.1302 -11.9962 -24.1795 -0.46 0.82 0.94 0.0296
H 0.7634 -13.3682 -25.5079 -0.01 0.03 -0.25 0.1151
H 1.8373 -26.6030 -17.8487 0.13 -0.19 0.35 0.0972
H -14.9734 -14.3804 -19.8487 0.38 0.09 0.20 0.0847
C -9.6503 -9.2671 -24.3408 1.08 -1.03 0.96 -0.2464
H -1.5616 -10.3721 -26.3032 -0.16 0.17 -0.24 0.0978
S 2.7367 -25.9399 -15.6244 2.56 1.17 0.07 0.7025
C 2.5560 -24.1118 -15.2005 -0.09 -0.70 -2.03 -0.1706
O -8.8919 -7.6906 -27.3786 0.37 0.52 0.68 -0.3403
H 5.1426 -17.6698 -21.4547 0.59 0.18 0.20 0.0836
C 2.0136 -18.7850 -13.0011 -0.24 1.93 -1.23 -0.0419
H 3.7592 -18.0742 -20.5903 -0.22 -0.21 0.20 0.0766
H -10.5824 -9.6184 -26.2954 0.20 0.34 -0.12 0.1125
H -4.5599 -18.9510 -11.5170 0.10 0.76 -0.30 0.0855
H -6.9150 -14.7016 -19.9936 -0.24 0.32 -0.04 0.0817
H -5.0852 -17.4219 -15.1173 0.06 -0.22 -0.07 0.0824
H -16.0908 -11.6961 -24.0948 -0.13 0.23 0.28 0.0679
H 0.1314 -24.7054 -17.0397 0.13 -0.99 -0.23 0.1090
H -9.7345 -22.6756 -31.9347 0.43 -1.66 0.78 0.0838
C 2.1843 -25.6743 -17.3956 -0.86 -0.41 -0.09 -0.2100
C -1.6722 -11.2923 -26.8768 0.49 0.21 0.78 -0.2215
H 8.5184 -17.8603 -21.3617 -0.04 -0.16 -0.05 0.0762
C -5.3044 -19.5368 -14.5776 -0.18 -1.00 0.70 -0.2081
C -1.4221 -13.6672 -25.5480 -0.33 2.62 0.32 -0.1674
H -5.9307 -20.1713 -15.2047 0.07 -0.06 -0.02 0.1001
C -10.4394 -8.8401 -25.5458 -0.03 0.70 0.34 -0.2131
H 0.8853 -22.9223 -16.1437 0.40 0.36 0.55 0.1016
H -5.6816 -19.1283 -21.1264 -0.27 0.73 1.36 0.1226
H -2.2244 -11.1464 -27.8051 0.45 0.07 -0.06 0.1008
S -2.7512 -12.3274 -25.8790 1.19 -1.49 0.45 0.7261
H 9.3432 -17.2756 -19.9472 -0.20 0.33 0.33 0.0781
H 3.0716 -25.3484 -17.9383 0.13 -0.02 0.19 0.1011
C -8.4969 -7.1626 -24.6828 0.38 -0.31 -1.21 -0.1934
H -0.8166 -17.3729 -14.8293 -0.05 -0.23 0.38 0.0749
H -13.7512 -13.7607 -25.6703 0.54 0.22 0.13 0.0721
C -8.0816 -19.7402 -29.8863 0.15 -1.04 -0.66 -0.4578
H -7.2525 -19.1378 -28.0871 0.32 -0.37 0.43 0.0693
C -11.1413 -25.1115 -23.1608 -0.85 1.57 -0.97 -0.1974
C 1.1364 -24.5388 -17.4274 1.38 0.18 1.64 -0.2103
H -1.7248 -13.9761 -24.5475 0.36 -0.68 -0.27 0.0921
S -5.9327 -17.3384 -12.9558 -1.06 -1.76 -0.76 0.7576
C -1.9523 -10.3874 -18.2136 1.10 1.89 -2.34 -0.2710
C -6.7610 -15.0931 -20.9991 0.07 -0.37 2.09 -0.0946
H 7.0425 -17.1986 -18.1796 0.60 1.00 -0.05 0.1157
H 3.5741 -23.7299 -15.2758 -0.04 -0.10 0.35 0.0850
H -14.8382 -11.5974 -25.0603 0.41 -0.67 -0.20 0.0672
H 0.0387 -17.5655 -12.6878 0.67 -0.12 0.70 0.1263
H -2.3497 -9.5305 -18.7576 0.18 0.58 0.28 0.1069
O -8.6427 -22.1666 -30.1549 1.17 -0.47 -0.36 -0.1955
H -4.2874 -11.9124 -16.7181 -1.50 0.19 -0.58 0.1140
H -6.3387 -14.2584 -21.5587 0.67 -0.54 -0.48 0.0844
H -6.4704 -17.0309 -22.4161 0.42 -0.02 -0.79 0.1196
H 2.4761 -19.2400 -13.8770 -0.46 -0.11 -0.40 0.0638
H -2.7835 -18.5956 -21.8305 -0.29 -0.02 -0.38 0.0715
H -4.6667 -10.1979 -17.3727 -0.36 -0.72 -0.60 0.1237
H -0.7171 -19.4036 -12.3375 -0.33 -0.70 0.12 0.0685
C -15.1007 -13.4377 -24.0223 0.76 -0.86 -0.65 -0.4335
H -6.6852 -18.0930 -15.3610 -0.38 0.32 0.70 0.0983
S -11.4646 -23.9667 -24.6208 -0.15 -1.99 -2.19 0.7007
O -1.4736 -8.3831 -16.3551 0.25 -1.32 -0.80 -0.3383
C -3.0521 -11.3944 -18.2794 1.29 0.02 0.38 -0.2241
C -8.8752 -22.1235 -31.5542 -1.50 1.16 0.26 -0.1205
H -7.4199 -17.8736 -29.1042 0.77 0.34 -0.70 0.0798
H -6.6446 -21.3580 -30.2146 -0.04 -0.35 -0.62 0.1169
C -3.5742 -18.6436 -21.0818 -0.65 0.92 0.55 -0.0603
C -0.1481 -12.7809 -25.6185 -0.61 -0.41 0.47 -0.2372
H -8.7537 -9.8413 -24.5746 -0.30 -0.55 -0.69 0.1207
C -9.0624 -8.0784 -23.6306 -0.53 1.12 0.68 -0.2605
H -5.9005 -19.3651 -23.1669 -0.13 -0.07 -0.57 0.0741
H -8.0028 -22.2803 -32.1886 0.01 0.28 0.11 0.0956
H -8.2305 -8.2998 -22.9619 -0.13 -0.47 0.07 0.1199
H -15.9341 -13.8334 -24.6029 -0.01 -0.64 -0.30 0.1225
H -4.3090 -19.6226 -15.0134 0.23 -0.06 0.64 0.1065
H 7.1476 -18.4964 -19.2148 0.55 -0.14 -1.01 0.1168
H -4.9705 -21.0152 -12.8600 0.82 0.52 0.04 0.1095
H -6.5218 -20.5005 -13.0490 -0.32 0.12 -0.46 0.0994
H 2.4122 -22.8537 -17.0010 0.15 0.01 0.21 0.1022
N -9.4481 -19.6184 -29.4054 0.47 1.08 0.74 0.0449
H -0.2950 -12.6553 -27.8025 -0.10 -0.58 0.17 0.1116
C -5.5783 -17.0034 -21.7903 1.20 -0.75 -0.61 -0.1879
H -12.0184 -25.9814 -25.7771 -0.21 0.26 -0.09 0.1022
H -9.8500 -7.6680 -22.9985 0.06 0.68 -0.10 0.1180
C 6.8036 -17.4621 -19.2100 0.35 -0.43 0.03 -0.2115